The following is a quantum chemistry calculation of a structure of composition C21H20CrF9N2O4, from OMol25.

Last column: Mulliken charge in e.
Positions of all 57 atoms, in Å:
Cr (0.2077, -0.0200, -0.6623)  0.142
O (4.0314, -0.3788, 0.1305)  -0.707
C (2.8579, -0.0821, 0.0905)  0.114
O (2.1354, 0.1835, -0.9531)  -0.695
C (2.0761, 0.0346, 1.4001)  0.714
C (2.7048, -0.0081, 2.6494)  -1.037
C (1.9403, 0.1746, 3.7611)  -0.640
C (0.5557, 0.4369, 3.6421)  1.072
C (-0.2710, 0.7097, 4.7618)  -0.908
C (-1.5929, 0.9769, 4.5842)  -0.648
C (-2.1535, 0.9870, 3.2799)  -0.903
C (-1.3922, 0.7287, 2.1816)  -0.656
C (-0.0157, 0.4446, 2.3545)  0.098
N (0.7844, 0.2012, 1.2648)  0.666
H (3.7722, -0.1765, 2.6767)  0.616
H (2.3842, 0.1333, 4.7510)  0.424
H (0.1728, 0.7131, 5.7511)  0.402
H (-2.2205, 1.1926, 5.4386)  0.402
H (-3.2066, 1.2063, 3.1509)  0.488
H (-1.8184, 0.7387, 1.1871)  0.559
C (-0.9320, 3.9251, -1.1627)  -1.691
C (0.2396, 2.9757, -1.3270)  1.568
C (1.3521, 3.3414, -0.3493)  -1.390
C (0.7689, 3.0097, -2.7523)  -1.609
O (-0.2656, 1.6664, -1.0607)  -0.146
H (-0.6306, 4.9555, -1.3796)  0.418
H (-1.3129, 3.8802, -0.1378)  0.330
H (-1.7390, 3.6413, -1.8424)  0.327
H (1.7201, 4.3539, -0.5351)  0.532
H (2.1869, 2.6444, -0.4476)  0.164
H (0.9761, 3.2973, 0.6794)  0.261
H (1.2172, 3.9790, -2.9852)  0.423
H (-0.0429, 2.8209, -3.4584)  0.334
H (1.5301, 2.2365, -2.8819)  0.279
F (-4.6652, -0.9062, -2.3993)  -0.277
C (-3.6515, -0.2755, -1.7937)  0.420
F (-3.2189, 0.6947, -2.6044)  -0.241
F (-4.1340, 0.3011, -0.6954)  -0.228
C (-2.4554, -1.2134, -1.4263)  0.996
O (-1.6866, -0.5193, -0.5649)  -0.166
C (-1.6918, -1.5989, -2.7533)  0.279
F (-1.1473, -2.8255, -2.6962)  -0.280
F (-0.6585, -0.7375, -2.9253)  -0.177
F (-2.4373, -1.5517, -3.8477)  -0.288
C (-2.9943, -2.5295, -0.7826)  0.406
F (-2.0028, -3.2337, -0.2239)  -0.197
F (-3.6000, -3.3205, -1.6782)  -0.277
F (-3.8720, -2.2538, 0.1849)  -0.257
C (3.4724, -4.0689, -0.7787)  -1.127
C (1.9618, -4.2500, -0.9803)  -0.475
C (1.2483, -2.9900, -0.7493)  0.552
N (0.7029, -2.0027, -0.5952)  0.445
H (3.9832, -4.9836, -1.0741)  0.375
H (3.7019, -3.8583, 0.2644)  0.306
H (3.8527, -3.2394, -1.3748)  0.340
H (1.5460, -4.9990, -0.3082)  0.291
H (1.7261, -4.5621, -1.9971)  0.273

Properties
- LUMO energy (alpha / beta) (eV) = -0.677 / -0.826
- maximum force (hartree/bohr) = 0.022
- ΔE to the lowest compared entry with this formula, charge and spin (eV) = 0.259
- HOMO-LUMO gap (alpha / beta) (eV) = 8.18 / 8.58
- calculated total energy (Ha) = -3166.13277
- 2S+1 = 4
- E_HOMO (alpha / beta) (eV) = -8.9 / -9.4



The following is a quantum chemistry calculation of an isolated molecule of C21H20FN3O5S, from OMol25.

Last column: Mulliken charge in e.
Positions of all 51 atoms, in Å:
O (0.6783, 0.3227, -2.5130)  -0.711
C (0.2225, 1.3258, -1.9949)  0.623
N (-0.9956, 1.8213, -2.2410)  -0.080
H (-1.3619, 2.5117, -1.5964)  0.370
C (-1.9634, 1.0936, -3.0484)  -0.671
C (-3.3449, 1.2783, -2.5274)  -0.101
C (-3.9624, 0.8085, -1.4059)  0.281
C (-5.2713, 1.3490, -1.4216)  -0.886
C (-5.3512, 2.1046, -2.5493)  -0.358
O (-4.1906, 2.0723, -3.2252)  -0.401
H (-6.1460, 2.6894, -2.9685)  0.471
H (-6.0418, 1.1921, -0.6951)  0.428
H (-3.5249, 0.1676, -0.6692)  0.634
H (-1.9199, 1.4612, -4.0806)  0.308
H (-1.6776, 0.0374, -3.0333)  0.325
C (1.0511, 2.1868, -1.0239)  -1.464
N (0.8722, 1.7298, 0.3496)  0.339
C (-0.3245, 2.0182, 0.9174)  0.810
O (-1.0863, 2.8260, 0.4153)  -0.723
C (-0.7061, 1.3261, 2.2211)  -1.194
N (-0.2874, -0.0633, 2.2388)  -0.080
S (-1.0181, -1.0074, 1.0402)  0.976
O (-1.2512, -0.1669, -0.0923)  -0.060
O (-2.1361, -1.6999, 1.6168)  -0.730
C (0.2554, -2.1954, 0.6575)  0.304
C (0.7870, -2.9657, 1.6743)  -0.626
C (1.7633, -3.9007, 1.3807)  -0.656
C (2.1664, -4.0439, 0.0623)  0.298
C (1.6281, -3.2872, -0.9644)  -0.599
C (0.6589, -2.3475, -0.6557)  -0.301
H (0.2306, -1.7166, -1.4189)  0.392
H (1.9685, -3.4291, -1.9774)  0.463
F (3.1175, -4.9497, -0.2251)  -0.356
H (2.2076, -4.5154, 2.1472)  0.469
H (0.4340, -2.8367, 2.6841)  0.415
H (-0.4560, -0.4881, 3.1395)  0.333
H (-0.2536, 1.8458, 3.0688)  0.462
H (-1.7967, 1.4300, 2.3003)  0.404
C (1.8898, 0.9326, 0.9122)  0.369
C (2.3466, 1.1726, 2.2049)  -0.324
C (3.3612, 0.4001, 2.7379)  -0.741
C (3.9534, -0.5977, 1.9820)  -0.678
C (3.5375, -0.8021, 0.6782)  -0.931
C (2.5147, -0.0420, 0.1402)  -0.114
H (2.1984, -0.2037, -0.8780)  0.470
H (4.0141, -1.5565, 0.0704)  0.500
H (4.7479, -1.1967, 2.4002)  0.436
H (3.7042, 0.5920, 3.7439)  0.418
H (1.9240, 1.9771, 2.7856)  0.460
H (2.1078, 2.1108, -1.2810)  0.607
H (0.7265, 3.2290, -1.0828)  0.418

Properties
- LUMO energy (eV) = 0.318
- maximum force (hartree/bohr) = 0.021
- ΔE to the lowest compared entry with this formula, charge and spin (eV) = 1.612
- HOMO-LUMO gap (eV) = 8.68
- calculated total energy (Ha) = -1850.76640
- 2S+1 = 1
- E_HOMO (eV) = -8.4



The following is a quantum chemistry calculation of a structure of composition C21H20HgOPTe, from OMol25.

Last column: Mulliken charge in e.
Positions of all 45 atoms, in Å:
Hg (-2.1608, -3.5837, -1.1577)  0.013
O (-4.0656, -2.0007, 1.6737)  -0.466
C (-3.0875, -1.3358, 1.7326)  0.206
C (-2.5165, -0.3264, 2.4996)  0.162
C (-3.1215, 0.0470, 3.7121)  -0.748
C (-2.6731, 1.1713, 4.3889)  -0.576
C (-1.5681, 1.9312, 3.9266)  -0.666
C (-0.8856, 1.5288, 2.8121)  -0.318
C (-1.3287, 0.4132, 2.1080)  1.009
P (-0.5911, -0.2039, 0.5907)  0.047
C (1.1364, -0.6151, 0.9812)  0.661
C (2.0663, 0.3042, 1.4657)  -0.101
C (3.3664, -0.1321, 1.7971)  -0.875
C (3.7281, -1.4668, 1.5983)  -0.382
C (2.7710, -2.3938, 1.1721)  -0.568
C (1.5210, -1.9514, 0.7743)  -0.008
C (-0.6491, 1.1860, -0.5633)  0.660
C (-1.4986, 0.9800, -1.7009)  -0.128
C (-1.7365, 2.0556, -2.5513)  -0.654
C (-1.0226, 3.2545, -2.4006)  -0.378
C (-0.1398, 3.4336, -1.3338)  -0.889
C (0.0465, 2.4039, -0.3991)  -0.031
H (-3.9662, -0.5179, 4.0287)  0.466
H (-3.1468, 1.4811, 5.3097)  0.385
H (-1.1753, 2.7742, 4.4644)  0.424
H (0.0236, 2.0510, 2.4766)  -0.101
H (1.7902, 1.3384, 1.5994)  -0.039
H (4.1184, 0.5647, 2.1338)  0.397
H (4.7272, -1.8140, 1.8357)  0.382
H (2.9864, -3.4737, 1.0869)  0.350
H (0.8419, -2.6706, 0.2769)  0.172
H (-1.9459, 0.0117, -1.9247)  0.334
H (-2.4500, 1.9406, -3.3701)  0.370
H (-1.2276, 4.0589, -3.1005)  0.384
H (0.4276, 4.3523, -1.2547)  0.399
H (0.6878, 2.5662, 0.4454)  0.023
C (0.4234, -3.3887, -4.4240)  -0.899
Te (0.4677, -1.8929, -2.8227)  0.242
C (1.9671, -0.4433, -3.4488)  -0.957
H (1.4667, -3.6634, -4.6598)  0.276
H (-0.1161, -2.9729, -5.2700)  0.303
H (-0.0865, -4.2706, -3.9566)  0.245
H (1.6544, 0.0661, -4.3638)  0.328
H (2.8765, -1.0224, -3.6002)  0.347
H (2.0647, 0.2256, -2.5877)  0.201

Properties
- LUMO energy (alpha / beta) (eV) = -0.352 / -0.212
- maximum force (hartree/bohr) = 0.085
- HOMO-LUMO gap (alpha / beta) (eV) = 6.21 / 7.33
- calculated total energy (Ha) = -1650.14095
- 2S+1 = 2
- E_HOMO (alpha / beta) (eV) = -6.6 / -7.5



The following is a quantum chemistry calculation of an isolated molecule of C21H20N2O5, from OMol25.

Last column: Mulliken charge in e.
Positions of all 48 atoms, in Å:
O (-1.1044, -1.2015, 2.5477)  -0.711
C (-1.8298, -0.5025, 1.8713)  0.622
N (-1.5220, 0.7579, 1.5049)  0.071
C (-2.3191, 1.5345, 0.6619)  0.653
C (-2.1302, 2.9049, 0.5615)  -0.670
C (-2.9178, 3.6465, -0.3015)  -0.582
C (-3.8905, 3.0246, -1.0657)  -0.698
C (-4.0853, 1.6561, -0.9751)  -0.787
C (-3.3033, 0.9085, -0.1110)  0.350
N (-3.4217, -0.4965, 0.0184)  0.202
C (-3.3619, -1.2776, -1.0991)  1.071
O (-3.5722, -0.8500, -2.2097)  -0.613
C (-3.1395, -2.7810, -0.8923)  -1.057
H (-3.0598, -3.2111, -1.8967)  0.368
H (-3.9953, -3.2284, -0.3795)  0.329
O (-1.9874, -3.1705, -0.1405)  -0.354
C (-0.8693, -2.4451, -0.2733)  1.071
O (-0.8100, -1.4019, -0.8635)  -0.574
C (0.2903, -3.1299, 0.4395)  -0.695
O (1.5224, -2.8302, -0.1531)  -0.471
C (2.1019, -1.5984, 0.0294)  0.855
C (3.1738, -1.3260, -0.8249)  -0.947
C (3.8575, -0.1411, -0.6853)  0.647
C (3.4886, 0.7868, 0.2870)  0.484
C (2.4311, 0.5189, 1.1273)  -1.572
C (1.7382, -0.6795, 1.0035)  -0.235
H (0.9280, -0.8869, 1.6822)  0.687
H (2.1470, 1.2263, 1.8946)  0.473
C (4.3768, 1.9952, 0.2246)  -0.883
H (3.8594, 2.8078, -0.2942)  0.271
H (4.6672, 2.3578, 1.2110)  0.340
C (5.5780, 1.5010, -0.5971)  -0.650
H (6.3341, 1.0963, 0.0777)  0.295
H (6.0365, 2.2968, -1.1824)  0.320
C (5.0252, 0.3689, -1.4776)  -0.957
H (4.6737, 0.7579, -2.4372)  0.278
H (5.7665, -0.4037, -1.6801)  0.355
H (3.4450, -2.0576, -1.5697)  0.467
H (0.1665, -4.2121, 0.3511)  0.319
H (0.2461, -2.8588, 1.5031)  0.322
C (-3.2027, -0.9462, 1.3742)  -1.018
H (-3.2863, -2.0267, 1.4708)  0.383
H (-3.9624, -0.4796, 2.0174)  0.439
H (-4.8255, 1.1623, -1.5813)  0.429
H (-4.5008, 3.6049, -1.7398)  0.388
H (-2.7655, 4.7119, -0.3797)  0.398
H (-1.3594, 3.3798, 1.1500)  0.398
H (-0.6315, 1.1369, 1.8013)  0.187

Properties
- LUMO energy (eV) = 0.650
- maximum force (hartree/bohr) = 0.010
- ΔE to the lowest compared entry with this formula, charge and spin (eV) = 1.220
- HOMO-LUMO gap (eV) = 8.73
- calculated total energy (Ha) = -1298.00061
- 2S+1 = 1
- E_HOMO (eV) = -8.1



The following is a quantum chemistry calculation of an isolated molecule of C21H20N2O6S, from OMol25.

Last column: Mulliken charge in e.
Positions of all 50 atoms, in Å:
C (-5.6518, 2.4108, -0.2854)  -0.831
H (-5.8616, 1.4774, -0.8173)  0.339
O (-4.9566, 2.1750, 0.9158)  -0.464
C (-3.7459, 1.5635, 0.8610)  0.876
C (-3.1051, 1.1674, -0.3087)  -0.710
C (-1.8698, 0.5460, -0.2444)  -0.028
C (-1.2729, 0.2899, 0.9813)  -1.111
C (-1.9030, 0.6982, 2.1533)  0.095
C (-3.1235, 1.3310, 2.0909)  -0.864
H (-3.6283, 1.6538, 2.9870)  0.440
H (-1.4190, 0.5147, 3.0988)  0.574
N (-0.0151, -0.3409, 1.0544)  0.203
C (0.3055, -1.5182, 0.4591)  0.758
O (1.4547, -1.9083, 0.4044)  -0.572
C (-0.8193, -2.3076, -0.1194)  -0.014
C (-0.6639, -2.8970, -1.3705)  -0.501
C (-1.7013, -3.6539, -1.8876)  -0.481
C (-2.8503, -3.7979, -1.1242)  -0.330
N (-2.9903, -3.2744, 0.0825)  -0.658
C (-2.0028, -2.5543, 0.5760)  -0.079
H (-2.1544, -2.1666, 1.5741)  0.552
H (-3.6973, -4.3662, -1.4853)  0.392
H (-1.6200, -4.1207, -2.8569)  0.400
H (0.2572, -2.7512, -1.9161)  0.487
S (1.2572, 0.4710, 1.9307)  1.372
O (1.5504, -0.3090, 3.0838)  -0.706
O (0.7578, 1.7990, 2.1290)  -0.677
C (2.5383, 0.5572, 0.6932)  0.331
C (2.2087, 1.3503, -0.3890)  -0.369
C (3.0859, 1.4580, -1.4605)  0.231
C (4.2816, 0.7386, -1.4094)  -0.989
C (4.6029, -0.0436, -0.3205)  -0.380
C (3.7347, -0.1484, 0.7720)  0.414
O (3.9689, -0.8555, 1.8879)  -0.338
C (5.0817, -1.7204, 1.9252)  -1.002
H (5.0091, -2.2392, 2.8791)  0.268
H (6.0253, -1.1656, 1.8845)  0.356
H (5.0451, -2.4494, 1.1108)  0.382
H (5.5377, -0.5803, -0.3246)  0.427
H (4.9568, 0.8111, -2.2474)  0.435
O (2.8711, 2.2076, -2.5747)  -0.480
C (1.6918, 2.9753, -2.6408)  -0.736
H (0.7990, 2.3419, -2.6329)  0.280
H (1.6329, 3.6923, -1.8167)  0.321
H (1.7452, 3.5121, -3.5867)  0.245
H (1.2658, 1.8704, -0.3474)  0.527
H (-1.3720, 0.2471, -1.1560)  0.652
H (-3.5498, 1.3416, -1.2755)  0.396
H (-5.1002, 3.0901, -0.9431)  0.325
H (-6.5912, 2.8777, 0.0060)  0.241

Properties
- LUMO energy (eV) = 0.466
- maximum force (hartree/bohr) = 0.024
- ΔE to the lowest compared entry with this formula, charge and spin (eV) = 3.752
- HOMO-LUMO gap (eV) = 8.66
- calculated total energy (Ha) = -1771.32243
- 2S+1 = 1
- E_HOMO (eV) = -8.2



no.,molar mass (g/mol)
1,587.38
2,445.47
3,647.55
4,380.40
5,428.47